Here is a molecular structure, C39H53F3N3O2PPdS from the OMol25 dataset. Energies are from ωB97M-V/def2-TZVPD.

The geometry in XYZ format:
```
103
Properties=species:S:1:pos:R:3
Pd 0.847 -0.307 0.319
F -1.705 6.038 0.481
C -1.400 4.823 1.039
F -1.087 5.109 2.326
F -2.557 4.147 1.065
C -0.307 4.138 0.287
C 0.486 4.888 -0.561
C 1.498 4.279 -1.290
C 1.592 2.895 -1.188
N 0.847 2.164 -0.385
C -0.026 2.751 0.475
S -0.590 1.772 1.729
H 0.310 5.953 -0.653
H 2.156 4.842 -1.938
H 2.298 2.341 -1.801
C 3.721 -3.776 0.067
C 3.580 -3.327 -1.397
C 4.180 -4.390 -2.318
C 4.429 -2.055 -1.510
P 1.739 -2.798 -1.636
N 1.128 -2.182 -0.374
C 1.667 -1.765 -3.239
C 2.500 -2.263 -4.424
C 2.065 -0.319 -2.918
C 0.190 -1.681 -3.655
C 0.748 -4.410 -1.957
C 1.144 -5.411 -0.861
C -0.737 -4.091 -1.722
C 0.916 -5.102 -3.311
H 4.759 -3.636 0.384
H 3.470 -4.826 0.210
H 3.075 -3.165 0.702
H 5.225 -4.557 -2.028
H 4.177 -4.088 -3.367
H 3.670 -5.349 -2.238
H 5.440 -2.272 -1.147
H 4.012 -1.257 -0.892
H 4.523 -1.702 -2.537
H 3.566 -2.084 -4.279
H 2.198 -1.708 -5.320
H 2.361 -3.324 -4.634
H 3.118 -0.198 -2.672
H 1.482 0.059 -2.074
H 1.845 0.300 -3.796
H -0.183 -2.608 -4.089
H 0.091 -0.899 -4.416
H -0.436 -1.403 -2.805
H 1.159 -4.924 0.114
H 2.117 -5.865 -1.042
H 0.404 -6.217 -0.832
H -0.829 -3.348 -0.930
H -1.263 -5.000 -1.412
H -1.235 -3.709 -2.611
H 1.947 -5.403 -3.506
H 0.579 -4.484 -4.142
H 0.303 -6.011 -3.315
C 5.751 1.178 -0.188
C 5.146 0.962 1.208
C 6.032 -0.018 1.992
C 5.100 2.309 1.942
C 3.782 0.424 1.079
C 2.652 -0.010 0.971
H 6.755 1.610 -0.109
H 5.122 1.856 -0.767
H 5.817 0.234 -0.729
H 7.073 0.323 2.002
H 5.989 -1.008 1.537
H 5.681 -0.105 3.021
H 6.108 2.721 2.063
H 4.647 2.187 2.926
H 4.491 3.021 1.383
C -1.691 -6.904 4.021
C -2.809 -6.128 3.370
C -4.123 -6.554 3.559
C -5.171 -5.859 2.983
C -4.926 -4.744 2.199
C -3.615 -4.319 1.969
N -3.292 -3.212 1.215
C -3.856 -2.692 0.074
C -4.996 -3.214 -0.552
C -5.488 -2.646 -1.716
C -4.860 -1.557 -2.298
C -3.703 -1.066 -1.712
C -3.183 -1.605 -0.546
C -1.844 -1.072 -0.052
O -1.196 -0.359 -0.857
O -1.421 -1.407 1.079
C -2.541 -5.010 2.584
C -1.144 -4.505 2.359
H -2.095 -7.733 4.603
H -1.101 -6.276 4.691
H -1.004 -7.315 3.279
H -4.318 -7.426 4.173
H -6.194 -6.175 3.158
H -5.753 -4.174 1.802
H -2.423 -2.684 1.443
H -5.484 -4.088 -0.148
H -6.374 -3.073 -2.173
H -5.249 -1.114 -3.207
H -3.147 -0.251 -2.157
H -0.937 -4.360 1.297
H -0.393 -5.176 2.767
H -0.990 -3.520 2.809
```

For the energy above the lowest of the compared OMol25 structures with the same formula, charge and spin, the calculation gives 19.7 kcal per mole. Its LUMO energy is 0.157 Eh. The HOMO energy comes out at -1.62 eV. Its net charge is -2. The electronic energy comes out at -81626.263 eV. Its HOMO-LUMO gap is 5.878 eV.

Mulliken atomic charge list, values in e, 5 entries: atom 1 (Pd): 0.852, atom 2 (F): -0.331, atom 3 (C): 0.687, atom 4 (F): -0.253, atom 5 (F): -0.224